Molecular formula: C2H6N2P
Method: DFT, ωB97M-V/def2-TZVPD

Structure (XYZ):
```
11
Properties=species:S:1:pos:R:3:forces:R:3:nbo_charge:R:1
C 0.5230 -1.0961 -0.2318 0.04 -0.26 0.07 0.39
N -0.7642 -1.3504 -0.1564 -0.25 -0.09 -0.19 -0.80
P -1.8159 0.0844 -0.0762 1.30 0.79 3.03 0.80
C -0.2521 1.0868 -0.4960 -0.69 0.50 -0.23 -0.53
N 0.8517 0.1586 -0.3318 0.36 0.11 0.17 -0.50
H 1.2676 -1.8808 -0.2095 0.05 -0.01 -0.02 0.25
H -1.1058 -2.3024 -0.1504 0.08 0.07 0.06 0.45
H -1.5404 0.3330 1.5777 -0.68 -0.54 -2.91 -0.02
H -0.1459 1.9484 0.1687 -0.09 -0.21 -0.08 0.26
H -0.2586 1.4624 -1.5269 -0.10 -0.16 0.13 0.24
H 1.8094 0.4799 -0.3788 -0.02 -0.21 -0.03 0.45
```
Forces are in eV/Å.

The value obtained for the max |F| is 3.39 eV/Å. The structure (SMILES) is C1=[NH+]PCN1. As for the energy above the lowest of the compared OMol25 structures with the same formula, charge and spin: 0.0 kcal per mole. The value obtained for the HOMO energy is -14.5 eV. Its total energy is -14433.2103 eV. The charge is +1. As for the spin multiplicity: 1. The value obtained for the frontier orbital gap is 0.385 Eh.

Molecular formula: C39H28ClCoINO4P2SSe2
Method: DFT, ωB97M-V/def2-TZVPD

Structure (XYZ):
```
80
Properties=species:S:1:pos:R:3:forces:R:3:mulliken_spin:R:1
Co 0.0330 0.4384 -0.2278 0.28 -0.10 -0.22 0.99
O 2.9153 1.1883 2.3717 0.03 -0.19 0.02 0.00
S 2.3804 0.8000 1.0998 -0.16 0.32 -0.11 -0.02
O 1.7083 1.8527 0.3166 0.15 0.05 0.30 0.03
O 1.5144 -0.4079 1.0866 -0.16 0.21 -0.12 -0.02
C 3.7458 0.3716 0.0507 0.13 -0.05 -0.15 0.03
C 5.0414 0.3607 0.5497 -0.11 0.01 -0.06 0.00
C 6.0944 0.0858 -0.3108 0.03 -0.01 -0.04 0.00
C 5.8478 -0.1742 -1.6538 0.10 0.01 0.04 0.00
C 4.5492 -0.1718 -2.1388 -0.01 -0.05 -0.02 0.00
C 3.4795 0.1007 -1.2946 -0.07 0.03 0.17 0.00
P 1.7466 0.0340 -1.9305 0.02 0.10 -0.12 -0.02
C 1.8465 -1.5911 -2.7758 -0.05 -0.03 0.06 0.00
C 1.8454 -1.8325 -4.1453 0.05 -0.07 0.01 0.00
C 1.9139 -3.1378 -4.6297 -0.02 0.06 0.04 0.00
C 1.9909 -4.2081 -3.7510 0.00 0.04 0.04 0.00
C 2.0030 -3.9742 -2.3788 0.02 0.02 -0.08 0.00
C 1.9239 -2.6779 -1.8977 0.01 0.01 0.06 0.00
C 1.7120 1.3321 -3.2101 0.04 0.05 0.04 0.00
C 0.7506 1.3222 -4.2226 0.07 -0.03 -0.05 0.00
C 0.6322 2.3940 -5.0967 0.04 -0.07 0.00 0.00
C 1.4619 3.4980 -4.9598 0.01 0.04 -0.01 0.00
C 2.3988 3.5313 -3.9365 -0.03 -0.06 0.03 0.00
C 2.5189 2.4593 -3.0606 0.05 0.00 -0.09 0.00
H 5.1992 0.5812 1.6003 -0.03 -0.02 -0.12 0.00
H 7.1112 0.0780 0.0642 -0.04 0.00 -0.01 0.00
H 6.6719 -0.3812 -2.3273 -0.04 0.00 0.04 0.00
H 4.3625 -0.3912 -3.1833 0.00 0.00 -0.02 0.00
H 1.8131 -1.0106 -4.8467 -0.05 0.07 -0.01 0.00
H 1.9089 -3.3125 -5.7004 0.00 0.02 0.07 0.00
H 2.0416 -5.2222 -4.1321 0.00 0.06 0.03 0.00
H 2.0642 -4.8035 -1.6842 0.00 0.03 -0.01 0.00
H 1.9172 -2.4956 -0.8239 0.01 -0.01 -0.09 0.00
H 0.0561 0.4963 -4.3123 0.09 -0.07 -0.08 0.00
H -0.1327 2.3766 -5.8659 0.06 -0.02 0.07 0.00
H 1.3554 4.3445 -5.6316 0.02 -0.09 0.07 0.00
H 3.0291 4.4023 -3.8046 -0.01 -0.02 0.01 0.00
H 3.2330 2.5055 -2.2466 -0.03 0.02 -0.04 0.00
Se -1.2652 1.3337 1.6365 -0.31 -0.20 -0.09 -0.03
P -1.8024 -0.3575 2.9277 0.07 0.15 0.01 0.00
Se -1.4820 -2.3659 2.3014 -0.02 0.04 0.01 0.00
C -3.5655 -0.0783 3.3648 -0.17 0.04 -0.06 0.00
C -4.4727 -1.1317 3.3836 -0.06 0.08 0.12 0.00
C -5.8129 -0.9007 3.6862 0.08 0.00 0.00 0.00
C -6.2541 0.3822 3.9759 0.02 -0.05 -0.01 0.00
C -5.3530 1.4404 3.9558 0.03 -0.02 0.00 0.00
C -4.0217 1.2120 3.6445 -0.07 -0.04 -0.05 0.00
C -0.9575 -0.0177 4.5204 0.17 -0.03 0.12 0.00
C -0.2395 -1.0097 5.1781 -0.05 0.09 0.12 0.00
C 0.4302 -0.7205 6.3648 -0.04 0.00 -0.05 0.00
C 0.3849 0.5580 6.9014 0.00 -0.07 -0.04 0.00
C -0.3260 1.5552 6.2441 -0.01 -0.03 -0.02 0.00
C -0.9843 1.2698 5.0591 0.05 -0.02 0.03 0.00
H -4.1201 -2.1299 3.1563 0.00 0.01 -0.03 0.00
H -6.5121 -1.7301 3.6881 0.04 0.04 0.00 0.00
H -7.2980 0.5627 4.2060 0.03 -0.02 -0.01 0.00
H -5.6921 2.4497 4.1646 0.03 -0.07 -0.01 0.00
H -3.3415 2.0500 3.5790 -0.03 0.00 -0.03 0.00
H -0.2050 -2.0036 4.7505 0.01 0.01 -0.02 0.00
H 0.9960 -1.5003 6.8637 -0.03 0.05 -0.03 0.00
H 0.9135 0.7847 7.8199 -0.01 -0.02 -0.01 0.00
H -0.3511 2.5623 6.6456 0.00 -0.05 -0.03 0.00
H -1.4933 2.0649 4.5318 0.06 0.00 0.01 0.00
Cl -3.5631 -1.4019 -5.8595 0.06 0.06 0.13 0.00
C -2.8564 -0.5281 -4.5118 0.02 -0.12 -0.04 0.00
C -2.9129 0.8364 -4.4928 0.02 0.17 0.09 0.00
C -2.3358 1.5719 -3.4466 0.09 -0.06 0.22 0.00
I -2.3842 3.6519 -3.4955 -0.06 -0.03 0.03 0.00
C -1.6511 0.9589 -2.3842 -0.17 0.02 -0.09 0.01
O -1.0078 1.5801 -1.4674 0.02 -0.24 -0.09 -0.01
C -1.6826 -0.4925 -2.3926 0.04 0.08 0.07 -0.02
N -1.0990 -1.0872 -1.3157 -0.08 0.06 0.02 0.05
C -1.0421 -2.3906 -1.2537 -0.11 -0.09 0.07 0.00
C -1.5537 -3.2159 -2.2776 0.02 -0.11 0.07 0.00
C -2.1500 -2.6468 -3.3619 -0.01 0.02 -0.05 0.00
C -2.2463 -1.2353 -3.4496 0.00 -0.11 0.03 0.00
H -3.4043 1.3563 -5.3051 0.02 0.02 0.03 0.00
H -0.5932 -2.8098 -0.3594 -0.04 0.02 -0.08 0.00
H -1.4621 -4.2939 -2.1882 -0.02 0.14 -0.01 0.00
H -2.5513 -3.2559 -4.1621 0.00 0.03 0.03 0.00
```
Forces are in eV/Å.

The value obtained for the max |F| is 0.38 eV/Å. As for the energy above the lowest of the compared OMol25 structures with the same formula, charge and spin: 10.4 kcal per mole. The value obtained for the HOMO energy (spin up / spin down) is -4.9 / -4.9 eV. Its total energy is -268939.1548 eV. The charge is -1. As for the spin multiplicity: 2. The value obtained for the frontier orbital gap (spin up / spin down) is 0.264 / 0.264 Eh.